(1)
12
Properties=species:S:1:pos:R:3 method="wB97M-V/def2-TZVPD" relative_energy_ev=9.650 homo_ev=-9.52 molar_mass_g_mol=90.08 e_lumo_ha=-0.007 max_force_ev_per_a=19.8 total_energy_ev=-9237.6672 multiplicity=1 total_charge=0
C 1.893 -0.507 -0.104
C -1.249 1.144 0.206
H 2.184 0.391 -0.594
H 2.312 -0.632 0.601
H 1.615 -1.199 -0.840
H -1.755 0.672 1.240
H -2.362 1.250 -0.673
H -0.573 1.998 0.073
N -0.404 0.021 -0.363
N -1.195 -1.151 -0.535
O 0.609 -0.074 0.536
O -1.075 -1.913 0.454

(2)
13
Properties=species:S:1:pos:R:3 method="wB97M-V/def2-TZVPD" relative_energy_ev=3.302 homo_ev=-9.96 molar_mass_g_mol=122.15 e_lumo_ha=0.002 smiles="NC[C@@H](S)[N+](=O)[O-]" max_force_ev_per_a=1.2 total_energy_ev=-20078.7849 multiplicity=1 total_charge=0
N -0.842 1.895 -0.090
C -0.780 0.527 -0.511
C 0.440 -0.262 0.018
S 0.411 -0.298 1.853
N 0.399 -1.666 -0.451
O 1.441 -2.123 -0.861
O -0.653 -2.249 -0.389
H -0.935 1.971 0.917
H -0.026 2.420 -0.384
H -0.750 0.501 -1.605
H -1.686 0.015 -0.177
H 1.390 0.170 -0.309
H 1.591 -0.902 1.989

(3)
13
Properties=species:S:1:pos:R:3 method="wB97M-V/def2-TZVPD" relative_energy_ev=4.533 homo_ev=-9.91 molar_mass_g_mol=122.15 e_lumo_ha=0.014 max_force_ev_per_a=5.4 total_energy_ev=-20077.5535 multiplicity=1 total_charge=0
C 1.782 0.646 0.190
C 2.098 -0.584 -0.491
N 1.170 1.293 1.042
N -2.038 -0.693 -0.845
O -2.443 -0.462 1.717
O 2.564 0.708 -0.918
S -2.874 0.225 0.483
H 2.742 -1.288 -0.108
H 1.235 -1.082 -1.123
H -1.980 1.377 0.518
H 0.732 0.782 1.693
H -1.864 -0.025 -1.682
H -1.123 -0.896 -0.476

Repeat the first record exactly.
12
Properties=species:S:1:pos:R:3 method="wB97M-V/def2-TZVPD" relative_energy_ev=9.650 homo_ev=-9.52 molar_mass_g_mol=90.08 e_lumo_ha=-0.007 max_force_ev_per_a=19.8 total_energy_ev=-9237.6672 multiplicity=1 total_charge=0
C 1.893 -0.507 -0.104
C -1.249 1.144 0.206
H 2.184 0.391 -0.594
H 2.312 -0.632 0.601
H 1.615 -1.199 -0.840
H -1.755 0.672 1.240
H -2.362 1.250 -0.673
H -0.573 1.998 0.073
N -0.404 0.021 -0.363
N -1.195 -1.151 -0.535
O 0.609 -0.074 0.536
O -1.075 -1.913 0.454